1.
{
  "formula": "C35H36AsIrN6O4S2",
  "method": "ωB97M-V with the def2-TZVPD basis set",
  "multiplicity": 5,
  "homo_lumo_gap_ev": [7.17, 5.12],
  "s_squared": 6.03,
  "e_homo_ev": [-12.8627, -12.8795],
  "total_energy_ha": -5120.77771,
  "charge": 2,
  "elements": ["Ir", "C", "O", "C", "N", "C", "C", "C", "C", "C", "C", "C", "C", "C", "C", "C", "C", "N", "C", "N", "C", "C", "O", "C", "C", "C", "C", "C", "C", "H", "H", "H", "H", "H", "H", "H", "H", "H", "H", "H", "H", "H", "H", "H", "H", "H", "H", "H", "N", "C", "C", "C", "C", "C", "C", "S", "O", "O", "N", "C", "S", "C", "C", "N", "H", "H", "H", "H", "H", "H", "H", "H", "C", "As", "C", "C", "H", "H", "H", "H", "H", "H", "H", "H", "H"],
  "coordinates": [[0.0873, 0.5221, 1.1640], [-2.3029, -1.8059, 4.6331], [-1.2614, -0.9453, 5.1841], [-0.7294, -0.3224, 4.1467], [-1.2280, -0.4945, 2.9856], [-2.3948, -1.3858, 3.1451], [-2.4017, -2.5648, 2.2061], [-3.6191, -3.0961, 1.7912], [-3.6536, -4.2313, 0.9961], [-2.4712, -4.8477, 0.6118], [-1.2552, -4.3235, 1.0240], [-1.2212, -3.1855, 1.8174], [0.3894, 0.6114, 4.3889], [0.8883, 0.9411, 5.6389], [1.8664, 1.9264, 5.7123], [2.2884, 2.5665, 4.5538], [1.7324, 2.1578, 3.3516], [0.8288, 1.1856, 3.2737], [1.9830, 2.7748, 2.0355], [1.3805, 2.3549, 0.9896], [1.7784, 3.2193, -0.1405], [2.7670, 4.2065, 0.5313], [2.7880, 3.8099, 1.9414], [0.5962, 3.8863, -0.7979], [-0.5238, 4.2728, -0.0692], [-1.5780, 4.9182, -0.7008], [-1.5120, 5.1906, -2.0614], [-0.3911, 4.8164, -2.7884], [0.6573, 4.1604, -2.1596], [-3.2116, -1.6295, 5.2018], [-1.9714, -2.8364, 4.7569], [-3.2891, -0.7805, 2.9687], [-4.5451, -2.6220, 2.0916], [-4.6038, -4.6396, 0.6839], [-2.4994, -5.7371, -0.0002], [-0.3319, -4.8082, 0.7346], [-0.2705, -2.7798, 2.1383], [0.5075, 0.4503, 6.5221], [2.2775, 2.2119, 6.6703], [3.0138, 3.3660, 4.5732], [2.2932, 2.6026, -0.8782], [2.4321, 5.2413, 0.4942], [3.7866, 4.1207, 0.1645], [-0.5782, 4.0780, 0.9956], [-2.4436, 5.2235, -0.1294], [-2.3293, 5.7019, -2.5516], [-0.3323, 5.0367, -3.8454], [1.5315, 3.8627, -2.7270], [-0.2119, -3.2456, -6.2833], [0.4888, -2.5082, -5.3942], [0.3056, -1.1146, -5.3152], [1.0202, -0.3667, -4.4094], [1.9271, -0.9930, -3.5529], [2.1301, -2.3733, -3.6267], [1.4129, -3.1241, -4.5246], [2.8334, -0.0578, -2.4271], [2.7084, 1.3387, -2.7201], [4.1205, -0.6549, -2.2048], [1.9518, -0.2461, -0.9939], [2.4095, -0.9701, -0.0406], [3.8772, -1.9647, 0.0473], [3.4477, -2.4244, 1.6157], [2.2671, -1.8205, 2.0338], [1.6960, -1.0342, 1.1338], [-0.7846, -2.8005, -6.9787], [-0.0036, -4.2194, -6.4181], [-0.3814, -0.6290, -5.9958], [0.9062, 0.7071, -4.3750], [2.8670, -2.8487, -2.9940], [1.5748, -4.1914, -4.5903], [4.0566, -3.0994, 2.1942], [1.8171, -1.9601, 3.0056], [-1.2354, 1.2609, -2.1633], [-1.4305, -0.0034, -0.7193], [-1.2121, -1.6956, -1.6294], [-3.3267, 0.0449, -0.3485], [-1.8392, 0.9300, -3.0098], [-0.1875, 1.2986, -2.4495], [-1.5521, 2.2512, -1.8415], [-2.1112, -1.8850, -2.2175], [-1.0716, -2.5038, -0.9153], [-0.3490, -1.6290, -2.2908], [-3.8567, 0.0428, -1.3015], [-3.5833, 0.9445, 0.2067], [-3.6052, -0.8360, 0.2253]],
  "mulliken_spin": [2.526, 0.000, 0.006, -0.013, 0.088, -0.024, 0.013, 0.000, 0.001, 0.001, 0.002, -0.003, -0.003, 0.000, 0.000, -0.004, 0.003, 0.027, 0.012, 0.094, -0.022, 0.004, 0.007, -0.004, 0.018, 0.005, 0.000, 0.001, 0.001, 0.001, 0.000, -0.003, 0.000, 0.000, 0.000, 0.000, 0.001, 0.000, 0.000, 0.001, 0.019, 0.000, 0.000, -0.007, 0.000, 0.000, 0.000, 0.000, 0.010, 0.010, 0.001, 0.002, 0.009, 0.009, 0.003, -0.019, 0.012, 0.004, 0.361, -0.098, 0.121, 0.269, 0.080, 0.291, 0.000, 0.000, 0.000, 0.000, 0.002, 0.000, 0.011, 0.036, -0.004, 0.123, 0.003, 0.012, 0.001, 0.004, 0.002, 0.001, 0.000, -0.003, 0.002, 0.001, -0.002]
}


2.
{
  "formula": "C27H43ClO29P",
  "method": "ωB97M-V with the def2-TZVPD basis set",
  "multiplicity": 2,
  "homo_lumo_gap_ev": [10.02, 3.16],
  "s_squared": 0.77,
  "e_homo_ev": [-10.7317, -10.7316],
  "total_energy_ha": -4037.74611,
  "charge": 0,
  "elements": ["Cl", "O", "O", "O", "O", "C", "C", "O", "C", "O", "O", "H", "H", "H", "H", "C", "C", "O", "C", "O", "O", "H", "H", "H", "H", "C", "C", "O", "C", "O", "O", "H", "H", "H", "H", "C", "C", "O", "C", "O", "O", "H", "H", "H", "H", "C", "C", "O", "C", "O", "O", "H", "H", "H", "H", "C", "C", "O", "C", "O", "O", "H", "H", "H", "H", "C", "C", "O", "C", "O", "O", "H", "H", "H", "H", "C", "C", "O", "P", "O", "O", "C", "C", "O", "C", "C", "H", "H", "H", "H", "H", "H", "H", "H", "H", "H", "H", "H", "H", "H", "H"],
  "coordinates": [[-0.9878, -17.4080, -12.7285], [-1.1172, -16.3792, -11.7583], [-0.8864, -16.7811, -14.0356], [0.2232, -18.1724, -12.4547], [-2.1512, -18.3098, -12.5506], [-4.9852, -17.8620, -14.8727], [-5.8761, -17.9189, -13.6680], [-7.0113, -18.5612, -14.1476], [-6.6751, -19.2775, -15.2579], [-7.4403, -20.0377, -15.8794], [-5.5194, -18.8560, -15.6744], [-4.0182, -18.2228, -14.5223], [-4.9337, -16.8808, -15.3444], [-6.0827, -16.8909, -13.3704], [-5.5078, -18.4986, -12.8215], [0.8297, -14.5363, -8.7854], [-0.6533, -14.3211, -9.0553], [-1.2451, -15.2856, -8.2095], [-0.3583, -15.9055, -7.4564], [-0.7317, -16.6683, -6.5300], [0.8757, -15.3654, -7.6839], [1.3905, -13.6390, -8.5240], [1.2867, -15.1043, -9.5958], [-1.0675, -14.5324, -10.0411], [-1.0002, -13.3271, -8.7728], [-0.2164, -18.9746, -9.1066], [-0.5104, -20.3782, -9.6383], [0.0453, -21.1330, -8.5771], [0.8852, -20.4067, -7.7760], [1.5424, -20.8291, -6.7680], [0.8355, -19.1747, -8.1886], [-1.0801, -18.5270, -8.6148], [0.2079, -18.2608, -9.8127], [0.0752, -20.5418, -10.5430], [-1.5911, -20.4797, -9.7383], [-5.6719, -16.2030, -9.9162], [-4.2331, -16.6853, -10.2780], [-4.1338, -17.7802, -9.3256], [-5.4231, -18.2316, -9.0683], [-5.6513, -19.3687, -8.7079], [-6.3020, -17.3389, -9.3419], [-6.2456, -16.0066, -10.8219], [-5.7006, -15.3725, -9.2108], [-3.5078, -15.9253, -9.9875], [-4.0501, -16.8584, -11.3385], [2.5788, -16.0228, -15.5791], [2.1031, -15.7380, -16.9965], [2.8321, -16.6775, -17.7804], [3.8542, -17.1266, -17.0870], [4.6209, -17.9692, -17.5350], [3.8404, -16.5873, -15.8712], [1.8532, -16.6909, -15.1154], [2.7507, -15.0984, -15.0278], [2.3520, -14.8260, -17.5391], [1.0618, -16.0537, -17.0615], [-4.6104, -21.9233, -12.7133], [-4.5959, -20.8787, -11.5949], [-5.9197, -20.6826, -11.3829], [-6.7510, -21.3681, -12.1843], [-8.0203, -21.2964, -12.1875], [-6.0140, -22.0059, -13.0102], [-4.1970, -22.8974, -12.4520], [-4.1602, -21.5161, -13.6186], [-4.2720, -19.8775, -11.8790], [-3.9643, -21.0224, -10.7183], [4.4000, -18.0239, -10.8160], [3.1876, -17.2379, -11.3398], [3.5374, -15.9366, -10.8923], [4.4030, -15.8921, -9.9422], [4.6448, -14.8863, -9.2841], [5.0720, -17.1058, -9.9603], [5.0223, -18.2183, -11.6895], [4.0939, -18.9304, -10.2937], [2.2554, -17.5597, -10.8756], [3.1718, -17.2629, -12.4294], [-4.6976, -8.9267, -11.5432], [-4.4516, -9.6649, -10.2159], [-4.7434, -11.0536, -10.5802], [-3.5829, -12.2015, -10.2944], [-2.2612, -11.9080, -10.9316], [-3.7168, -12.3590, -8.6336], [-2.9247, -11.5831, -7.7248], [-3.7563, -10.7692, -6.7519], [-4.3076, -13.5305, -10.9067], [-4.8065, -13.6216, -12.1886], [-3.8320, -14.4309, -13.0799], [-4.0663, -9.2701, -12.3628], [-5.7101, -9.1459, -11.8821], [-4.5844, -7.8426, -11.5368], [-3.3941, -9.6434, -9.9525], [-4.9883, -9.3130, -9.3349], [-2.5300, -12.3096, -7.0144], [-2.1431, -11.0394, -8.2553], [-3.0843, -10.3246, -6.0178], [-4.2214, -9.9601, -7.3150], [-4.5400, -11.3297, -6.2421], [-5.8191, -14.0163, -12.2713], [-4.9173, -12.6006, -12.5536], [-4.1653, -14.4456, -14.1176], [-2.8446, -13.9712, -13.0354], [-3.7477, -15.4776, -12.7877]],
  "mulliken_spin": [-0.059, 0.299, -0.022, 0.310, 0.459, 0.001, 0.000, 0.000, 0.000, 0.000, 0.000, -0.002, 0.000, 0.000, 0.000, 0.002, -0.001, 0.001, 0.000, 0.000, 0.000, 0.000, -0.002, 0.003, 0.000, 0.008, -0.004, 0.000, 0.000, 0.000, 0.000, 0.000, -0.012, 0.001, 0.002, -0.002, -0.005, 0.002, 0.000, 0.001, 0.000, 0.000, 0.000, 0.005, 0.011, 0.000, 0.000, 0.000, 0.000, 0.000, 0.000, -0.001, 0.000, 0.000, 0.000, 0.000, 0.000, 0.000, 0.000, 0.000, 0.000, 0.000, 0.000, 0.005, 0.000, 0.000, 0.011, 0.000, 0.000, 0.000, 0.000, 0.000, 0.000, -0.009, 0.001, 0.000, 0.000, 0.000, 0.000, 0.000, 0.000, 0.000, 0.000, 0.001, 0.000, 0.002, 0.000, 0.000, 0.000, 0.000, 0.000, 0.000, 0.000, 0.000, 0.000, 0.000, 0.000, 0.000, 0.000, 0.001, -0.006]
}


3.
{
  "formula": "C3H9ClNO2PS2",
  "method": "ωB97M-V with the def2-TZVPD basis set",
  "multiplicity": 3,
  "homo_lumo_gap_ev": [5.78, 6.20],
  "s_squared": 2.01,
  "e_homo_ev": [-6.4437, -9.1140],
  "total_energy_ha": -1922.77499,
  "charge": 0,
  "elements": ["C", "C", "C", "N", "O", "O", "P", "S", "S", "Cl", "H", "H", "H", "H", "H", "H", "H", "H", "H"],
  "coordinates": [[2.4136, 1.2915, 0.2861], [1.3910, 0.3657, 0.8226], [0.9591, -0.6975, -0.2090], [-0.2950, -1.2008, 0.0286], [-2.5774, -0.1094, -1.5445], [-3.1799, -0.0518, 0.8235], [-2.0448, 0.4618, -0.1804], [-1.6132, 2.3198, -0.0891], [-0.8861, -2.6354, 0.2398], [-1.7960, -3.0336, -1.6703], [2.1033, 1.9484, -0.5690], [2.8649, 1.7463, 1.2688], [3.2319, 0.6998, -0.1621], [0.4878, 0.9014, 1.1048], [1.7241, -0.0947, 1.7401], [0.9873, -0.1786, -1.2480], [1.6952, -1.4530, -0.1830], [-2.0782, -0.6082, -2.1295], [-3.3876, 0.3283, 1.6706]],
  "mulliken_spin": [-0.001, 0.023, 0.051, 0.429, 0.062, 0.041, 0.557, 0.319, 0.503, 0.042, 0.002, -0.001, 0.000, -0.010, -0.002, -0.008, 0.011, -0.015, -0.003]
}